No. 1
{
  "formula": "C24H67FN2O14S",
  "method": "wB97M-V/def2-TZVPD",
  "species": ["C", "C", "C", "N", "C", "O", "N", "O", "S", "O", "O", "F", "H", "H", "H", "H", "H", "H", "H", "C", "C", "O", "H", "H", "H", "H", "H", "H", "C", "C", "O", "H", "H", "H", "H", "H", "H", "C", "C", "O", "H", "H", "H", "H", "H", "H", "C", "C", "O", "H", "H", "H", "H", "H", "H", "C", "C", "O", "H", "H", "H", "H", "H", "H", "C", "C", "O", "H", "H", "H", "H", "H", "H", "C", "C", "O", "H", "H", "H", "H", "H", "H", "C", "C", "O", "H", "H", "H", "H", "H", "H", "C", "C", "O", "H", "H", "H", "H", "H", "H", "C", "C", "O", "H", "H", "H", "H", "H", "H"],
  "positions_angstrom": [[2.13458, -1.29576, -0.56429], [2.95703, -2.29445, -0.24337], [2.77003, -3.21176, 0.94179], [2.84234, -2.54548, 2.27837], [3.65046, -1.33571, 2.29224], [3.97374, -0.95605, 3.62533], [3.71981, 0.47183, 3.77899], [2.96337, 0.67284, 4.62715], [1.37102, -2.33871, 2.98291], [0.55628, -1.43485, 2.23683], [1.47339, -2.07870, 4.37369], [0.76126, -3.75515, 2.84268], [1.14292, -1.17125, -0.15699], [2.49646, -0.55031, -1.25709], [3.84280, -2.45133, -0.84500], [1.83851, -3.74642, 0.82148], [3.53577, -3.98193, 0.93883], [3.18950, -0.48563, 1.78918], [4.57693, -1.58009, 1.77575], [1.45991, -7.18454, -2.11691], [1.31223, -6.44308, -0.80205], [1.66135, -5.06302, -0.93776], [2.48120, -7.10895, -2.48782], [1.20201, -8.23894, -1.99888], [0.80572, -6.74973, -2.87781], [1.97662, -6.86255, -0.04735], [0.28375, -6.51573, -0.43286], [1.07478, -4.67776, -1.59612], [-1.03001, 0.90389, -2.57410], [-0.67100, -0.13732, -3.61666], [0.10897, -1.17984, -3.03267], [-0.12740, 1.32665, -2.13181], [-1.61959, 1.71149, -3.01238], [-1.60513, 0.45311, -1.76145], [-0.08008, 0.30823, -4.41564], [-1.57535, -0.57112, -4.05891], [-0.41965, -1.57416, -2.33189], [-2.38740, -3.78244, 4.83703], [-2.50673, -2.98660, 6.12294], [-1.46669, -3.31845, 7.03763], [-2.42656, -4.85249, 5.04398], [-3.18915, -3.52989, 4.14092], [-1.42973, -3.57989, 4.35632], [-3.45447, -3.20036, 6.61662], [-2.46371, -1.91200, 5.91181], [-0.62897, -3.11679, 6.60783], [-2.56973, -3.37819, -6.44937], [-3.03957, -3.25757, -5.01141], [-2.12917, -3.90620, -4.12553], [-2.47608, -4.42768, -6.72952], [-3.26673, -2.89250, -7.13420], [-1.58595, -2.91881, -6.57257], [-4.01251, -3.73033, -4.88855], [-3.13324, -2.20534, -4.72212], [-1.27318, -3.47641, -4.23066], [2.51093, 4.81990, -1.90716], [1.26521, 3.95672, -1.88414], [1.33497, 3.01584, -0.82038], [3.40239, 4.20265, -2.02787], [2.47065, 5.54477, -2.72118], [2.61500, 5.36011, -0.96293], [1.16552, 3.39963, -2.81566], [0.36897, 4.57481, -1.75593], [1.41355, 3.51877, -0.00114], [-3.17888, -1.09948, 9.69436], [-4.67696, -1.33226, 9.73918], [-5.40447, -0.13050, 9.48950], [-2.88900, -0.34774, 10.42956], [-2.63297, -2.02145, 9.89714], [-2.87552, -0.72731, 8.71304], [-4.98236, -1.68549, 10.72274], [-4.96854, -2.08504, 8.99858], [-5.15405, 0.18554, 8.61721], [-1.83143, 5.22533, 2.44996], [-0.87718, 4.49928, 1.52459], [0.33839, 5.24382, 1.35167], [-2.06781, 6.21024, 2.04672], [-2.75801, 4.66400, 2.57463], [-1.37961, 5.37216, 3.43489], [-1.32588, 4.37352, 0.54136], [-0.62834, 3.50935, 1.92028], [0.73994, 5.34547, 2.21960], [3.86775, -7.36970, -6.06084], [3.31792, -6.19464, -5.27346], [3.81921, -6.17786, -3.93856], [3.61166, -8.30877, -5.56931], [3.46786, -7.38420, -7.07572], [4.95760, -7.31909, -6.11913], [2.23299, -6.25823, -5.20042], [3.57507, -5.25118, -5.76583], [4.77718, -6.10921, -3.98613], [2.12890, 9.24307, -1.29430], [0.68832, 8.88250, -1.60150], [0.51060, 7.46648, -1.65815], [2.79486, 8.82581, -2.05032], [2.26402, 10.32493, -1.26553], [2.43204, 8.83009, -0.32941], [0.39294, 9.27725, -2.57245], [0.01833, 9.29820, -0.84206], [0.75905, 7.10492, -0.79752], [-3.24738, 6.20089, -3.09488], [-3.27005, 7.03793, -1.82829], [-2.21674, 6.67346, -0.94628], [-3.33346, 5.14143, -2.84971], [-4.06578, 6.47436, -3.76341], [-2.30345, 6.33672, -3.62774], [-4.20451, 6.88767, -1.28833], [-3.18323, 8.10287, -2.07382], [-1.38120, 6.81593, -1.41208]],
  "e_above_lowest_kj_mol": 0.0,
  "e_tot_ev": -71165.4742,
  "homo_lumo_gap_ev": 9.59,
  "largest_force_ev_per_a": 2.00,
  "smiles": "C=CCN(CON=O)S(=O)(=O)F.CCO.CCO.CCO.CCO.CCO.CCO.CCO.CCO.CCO.CCO",
  "charge": 0,
  "multiplicity": 1
}

=====

No. 2
{
  "formula": "C25H49NO14S5",
  "method": "wB97M-V/def2-TZVPD",
  "species": ["C", "C", "O", "O", "C", "C", "N", "C", "O", "O", "H", "H", "H", "H", "H", "H", "H", "H", "H", "C", "C", "C", "S", "O", "O", "C", "H", "H", "H", "H", "H", "H", "H", "H", "C", "C", "C", "S", "O", "O", "C", "H", "H", "H", "H", "H", "H", "H", "H", "C", "C", "C", "S", "O", "O", "C", "H", "H", "H", "H", "H", "H", "H", "H", "C", "C", "C", "S", "O", "O", "C", "H", "H", "H", "H", "H", "H", "H", "H", "C", "C", "C", "S", "O", "O", "C", "H", "H", "H", "H", "H", "H", "H", "H"],
  "positions_angstrom": [[-4.01017, -0.19462, 2.74185], [-2.70831, -0.87546, 3.05532], [-2.64016, -2.03518, 3.34390], [-1.55942, -0.15491, 2.92337], [-1.52683, 1.18151, 3.41806], [-0.41291, 1.92021, 2.69188], [-0.48736, 1.73944, 1.24706], [-1.61398, 2.17988, 0.57432], [-2.14748, 1.54616, -0.30284], [-2.09523, 3.37764, 0.93697], [-3.87552, 0.67753, 2.11007], [-4.65082, -0.90337, 2.23596], [-4.48732, 0.13272, 3.66195], [-2.46132, 1.70991, 3.24651], [-1.31707, 1.17820, 4.48740], [-0.48283, 2.97310, 2.94740], [0.56679, 1.59968, 3.02671], [-0.34488, 0.77464, 0.98141], [-1.47351, 3.87286, 1.49515], [5.95933, 2.19937, 4.52464], [4.84226, 1.67101, 5.43578], [3.65762, 2.63825, 5.31553], [3.77348, 3.36177, 3.67339], [4.04461, 4.77271, 3.81209], [2.67869, 2.92083, 2.84759], [5.28892, 2.53949, 3.19728], [6.75297, 1.46680, 4.39010], [6.40194, 3.09842, 4.95789], [4.54122, 0.67606, 5.10345], [5.16994, 1.58529, 6.47011], [2.69416, 2.14306, 5.40471], [3.72039, 3.45695, 6.02921], [5.86537, 3.20895, 2.56370], [5.01197, 1.64278, 2.64347], [-1.29049, -1.11782, -3.07487], [-1.10235, 0.33590, -3.51760], [0.40918, 0.57100, -3.65205], [1.12008, -1.02929, -4.07150], [1.97858, -1.46200, -2.98793], [1.62706, -1.00709, -5.42144], [-0.40091, -1.95690, -3.98378], [-2.32241, -1.44373, -3.14584], [-0.97217, -1.22362, -2.03392], [-1.59170, 0.49270, -4.48100], [-1.54546, 1.02750, -2.80269], [0.66701, 1.27514, -4.43885], [0.85683, 0.88707, -2.71138], [-0.18454, -2.95337, -3.60737], [-0.81019, -2.02672, -4.99085], [1.47533, -5.53639, -0.15457], [2.00594, -4.23260, -0.76910], [2.15673, -4.46268, -2.27703], [0.93219, -5.70632, -2.71222], [1.60406, -6.89873, -3.16013], [-0.11226, -5.10590, -3.50982], [0.32348, -5.98119, -1.04969], [1.14593, -5.39650, 0.87375], [2.25902, -6.29681, -0.15655], [1.29453, -3.42421, -0.59013], [2.95487, -3.93503, -0.32726], [1.96846, -3.56317, -2.85940], [3.13081, -4.87210, -2.53601], [0.05240, -7.02901, -0.94363], [-0.55359, -5.34806, -0.91418], [1.34827, 7.94706, 0.13713], [2.46019, 7.10030, 0.77354], [1.98337, 6.68400, 2.17042], [0.19256, 6.62739, 2.07611], [-0.36351, 7.63105, 2.94626], [-0.26908, 5.25872, 2.17079], [0.05226, 7.18136, 0.38053], [1.51719, 8.10892, -0.92608], [1.29831, 8.92397, 0.62227], [2.63577, 6.21145, 0.16467], [3.39950, 7.64682, 0.83425], [2.34790, 5.70668, 2.47043], [2.24369, 7.41892, 2.92877], [-0.84970, 7.78010, 0.28109], [-0.01461, 6.29383, -0.24847], [-4.80665, -6.03274, -4.37053], [-4.10578, -6.31524, -3.03158], [-3.51527, -4.98697, -2.54382], [-4.54885, -3.69449, -3.23032], [-3.72679, -2.94106, -4.14555], [-5.27948, -3.03268, -2.18061], [-5.63531, -4.76537, -4.16376], [-5.43000, -6.86729, -4.68726], [-4.05862, -5.85846, -5.14632], [-4.83320, -6.68603, -2.30666], [-3.32981, -7.07165, -3.13697], [-3.51890, -4.89620, -1.46001], [-2.50988, -4.82099, -2.92909], [-5.91956, -4.26378, -5.08551], [-6.51499, -4.94935, -3.54808]],
  "e_tot_ev": -111050.8182,
  "homo_lumo_gap_ev": 9.97,
  "largest_force_ev_per_a": 0.51,
  "smiles": "CC(=O)OCCNC(=O)O.O=S1(=O)CCCC1.O=S1(=O)CCCC1.O=S1(=O)CCCC1.O=S1(=O)CCCC1.O=S1(=O)CCCC1",
  "charge": 0,
  "multiplicity": 1
}

=====

No. 3
{
  "formula": "C15H35BFO4",
  "method": "wB97M-V/def2-TZVPD",
  "species": ["C", "C", "C", "B", "O", "C", "C", "C", "C", "F", "O", "H", "H", "H", "H", "H", "H", "H", "H", "H", "H", "H", "H", "H", "H", "H", "C", "C", "O", "C", "C", "H", "H", "H", "H", "H", "H", "H", "H", "H", "H", "C", "C", "O", "C", "C", "H", "H", "H", "H", "H", "H", "H", "H", "H", "H"],
  "positions_angstrom": [[-4.15699, 0.32492, -0.35511], [-3.66862, 1.69736, -1.11099], [-2.86510, 2.76293, -0.14621], [-1.69124, 2.08923, 0.78991], [-1.04004, 1.10213, -0.12803], [0.13590, 0.69277, 0.70954], [0.71034, 2.24101, 0.96868], [1.91866, 2.26470, 2.07778], [2.80808, 0.86862, 2.12612], [1.26290, 2.49629, 3.41008], [-0.56980, 2.92961, 1.27896], [-4.79881, -0.28504, -1.13705], [-3.21092, -0.36312, -0.12305], [-4.82577, 0.51151, 0.58926], [-2.96682, 1.40349, -2.00981], [-4.65934, 2.24317, -1.49087], [-2.30781, 3.53015, -0.87126], [-3.70069, 3.33600, 0.47486], [-2.23590, 1.67821, 1.74659], [-0.30981, 0.10938, 1.62039], [0.90055, 0.17567, -0.00962], [0.92210, 2.57666, -0.13790], [2.59376, 3.22841, 1.88273], [2.34329, 0.05655, 2.82993], [3.93440, 1.08716, 2.45318], [2.90058, 0.37627, 1.04448], [0.03943, -4.65410, 2.48823], [-0.49985, -3.23617, 2.39072], [-1.50724, -3.07894, 1.39445], [-2.68463, -3.86729, 1.55293], [-3.42354, -3.59569, 2.85229], [0.44655, -4.97645, 1.52170], [0.83210, -4.71020, 3.24131], [-0.73781, -5.36756, 2.76838], [0.32145, -2.56704, 2.11481], [-0.86864, -2.88692, 3.35974], [-2.44323, -4.93034, 1.44988], [-3.34436, -3.61850, 0.71342], [-2.81427, -3.83356, 3.72731], [-4.33568, -4.19762, 2.90440], [-3.69761, -2.53747, 2.92260], [2.29743, -0.11686, -4.37832], [1.94801, 0.80173, -3.21860], [2.99401, 0.92706, -2.25826], [4.23095, 1.45408, -2.73270], [4.10943, 2.85353, -3.31137], [2.55889, -1.11669, -4.00977], [1.44919, -0.20461, -5.06490], [3.15129, 0.25343, -4.94879], [1.08465, 0.38552, -2.68967], [1.64258, 1.78961, -3.57607], [4.68207, 0.76532, -3.45455], [4.90931, 1.48602, -1.87206], [3.44802, 2.88134, -4.18040], [5.09075, 3.22257, -3.62418], [3.69788, 3.54173, -2.56512]],
  "e_tot_ev": -27704.1621,
  "homo_lumo_gap_ev": 6.44,
  "largest_force_ev_per_a": 3.18,
  "charge": -1,
  "multiplicity": 1
}

=====

No. 4
{
  "formula": "C23H20N4O4OsPS3",
  "method": "wB97M-V/def2-TZVPD",
  "species": ["Os", "O", "S", "O", "O", "C", "C", "C", "C", "C", "C", "P", "C", "C", "C", "C", "C", "C", "C", "C", "C", "C", "C", "C", "H", "H", "H", "H", "H", "H", "H", "H", "H", "H", "H", "H", "H", "H", "S", "C", "N", "C", "N", "C", "C", "N", "C", "H", "H", "H", "H", "H", "H", "O", "S", "N"],
  "positions_angstrom": [[0.68638, 1.33854, -0.12447], [-1.70538, 1.90057, 2.98810], [-1.02751, 1.12226, 2.01705], [-1.45080, 1.32917, 0.59406], [0.48041, 1.32791, 1.93245], [-1.13267, -0.58249, 2.41232], [-1.72282, -0.95297, 3.60703], [-1.68131, -2.28785, 3.98934], [-1.03704, -3.21712, 3.18968], [-0.44494, -2.83108, 1.99184], [-0.49075, -1.50563, 1.58382], [0.13535, -1.04362, -0.05903], [1.37883, -2.27411, -0.47752], [1.08199, -3.35407, -1.30858], [2.05768, -4.30160, -1.57664], [3.32040, -4.17958, -1.01583], [3.61104, -3.11645, -0.17209], [2.64396, -2.16377, 0.09982], [-1.29905, -1.30038, -1.13547], [-2.58534, -1.41553, -0.61484], [-3.66713, -1.57561, -1.46793], [-3.47336, -1.62749, -2.83977], [-2.19088, -1.52719, -3.36261], [-1.10736, -1.36224, -2.51600], [-2.19434, -0.20306, 4.22701], [-2.14136, -2.59261, 4.91914], [-0.99180, -4.25415, 3.49371], [0.05013, -3.56820, 1.37285], [0.09850, -3.46086, -1.74435], [1.82931, -5.13522, -2.22686], [4.08086, -4.91718, -1.23518], [4.59421, -3.02395, 0.26897], [2.87623, -1.33421, 0.75221], [-2.75856, -1.38065, 0.45228], [-4.66308, -1.66343, -1.05508], [-4.31932, -1.75628, -3.50167], [-2.03048, -1.58695, -4.43095], [-0.10906, -1.32881, -2.93145], [3.03286, 1.34752, 0.26006], [3.69964, 1.57507, -1.26749], [4.18245, 1.72724, -2.30462], [-1.18777, 6.46232, 0.42815], [-0.20710, 5.38360, 0.44375], [1.08504, 5.47145, 0.91697], [1.63998, 4.24527, 0.77063], [0.69845, 3.41203, 0.19903], [-0.40625, 4.13499, 0.03269], [-0.75346, 7.34065, -0.04253], [-1.49202, 6.70155, 1.44461], [-2.05515, 6.14356, -0.14279], [1.48544, 6.38977, 1.30820], [2.62976, 3.90339, 1.00781], [-1.33756, 3.76948, -0.36738], [1.90250, -0.38870, -3.54671], [1.47869, 0.97580, -3.31982], [0.90351, 1.21089, -1.91590]],
  "e_above_lowest_kj_mol": 0.0,
  "e_tot_ev": -82581.9909,
  "homo_lumo_gap_ev": [6.32, 6.32],
  "largest_force_ev_per_a": 0.47,
  "charge": 1,
  "multiplicity": 1
}

=====

No. 5
{
  "formula": "C3H7N3",
  "method": "wB97M-V/def2-TZVPD",
  "species": ["C", "C", "C", "H", "H", "H", "H", "H", "H", "H", "N", "N", "N"],
  "positions_angstrom": [[1.13767, 0.22255, -0.10061], [-1.19816, -0.68306, 0.26179], [-1.52643, 0.67685, 0.00358], [2.66379, -1.21160, 0.30282], [1.27540, -1.41941, -0.93626], [1.04912, 2.16601, -0.00573], [-1.72021, -1.33002, -0.45014], [-0.99296, -1.16118, 1.17957], [-1.51506, 1.21594, 0.89420], [-2.23772, 1.03344, -0.68248], [1.66422, -1.04489, 0.00545], [1.72028, 1.38460, 0.11548], [-0.31995, 0.15078, -0.58769]],
  "e_above_lowest_kj_mol": 228.2,
  "e_tot_ev": -7692.3143,
  "homo_lumo_gap_ev": 10.22,
  "largest_force_ev_per_a": 5.03,
  "smiles": "[H]/N=C(/N)N1CC1",
  "charge": 0,
  "multiplicity": 1
}

=====

No. 6
{
  "formula": "C6H12O",
  "method": "wB97M-V/def2-TZVPD",
  "species": ["C", "C", "C", "C", "C", "C", "O", "H", "H", "H", "H", "H", "H", "H", "H", "H", "H", "H", "H"],
  "positions_angstrom": [[-2.05483, 0.73615, 1.52486], [-2.43091, 1.16986, 0.32712], [0.56725, 0.10253, -1.25984], [1.21475, 1.19296, -0.84970], [0.35597, -1.17270, -0.48378], [1.20355, -1.31087, 0.77601], [2.58578, -1.40819, 0.50183], [-0.70858, -1.24401, -0.21810], [-2.77385, 0.50397, 2.30664], [-1.00370, 0.59984, 1.77283], [-1.69743, 1.40142, -0.44175], [-3.47791, 1.31337, 0.07171], [0.12333, 0.11482, -2.25633], [1.30117, 2.06740, -1.48892], [1.67094, 1.27191, 0.13613], [0.57136, -2.02464, -1.14126], [0.99370, -0.47950, 1.47014], [0.93419, -2.23513, 1.29581], [2.82476, -0.64922, -0.04615]],
  "e_above_lowest_kj_mol": 202.5,
  "e_tot_ev": -8462.2556,
  "homo_lumo_gap_ev": 11.05,
  "largest_force_ev_per_a": 0.40,
  "smiles": "C=CCCO.C=C",
  "charge": 0,
  "multiplicity": 1
}